H18KrO9 | ωB97M-V/def2-TZVPD

Summary:
highest occupied orbital energy: -0.3872 hartree
calculated total energy: -93649.50349 eV
relative energy (zero: lowest compared OMol25 entry of this formula, charge and spin): 15.8 kcal per mole
maximum force: 0.017 hartree/bohr

Last column: Mulliken charge in e.
Element x y z (Å)
Kr (5.564, -2.470, -0.097)  0.01
O (3.977, -4.369, -2.150)  -0.65
H (4.930, -4.330, -2.225)  0.31
H (3.818, -4.647, -1.249)  0.40
O (4.628, -2.407, 3.850)  -0.61
H (4.059, -3.149, 3.650)  0.29
H (4.537, -1.824, 3.097)  0.32
O (6.626, 0.780, -1.288)  -0.61
H (6.725, 1.714, -1.477)  0.26
H (7.509, 0.487, -1.063)  0.41
O (3.626, -0.394, 1.988)  -0.62
H (3.682, 0.350, 1.389)  0.31
H (2.827, -0.852, 1.729)  0.30
O (6.772, -4.544, -3.195)  -0.68
H (6.656, -4.075, -4.021)  0.31
H (7.508, -4.104, -2.771)  0.39
O (9.206, -0.110, -1.141)  -0.73
H (9.407, 0.286, -1.990)  0.31
H (9.034, -1.030, -1.340)  0.45
O (3.586, -1.570, -3.295)  -0.62
H (3.789, -2.397, -2.858)  0.36
H (2.955, -1.142, -2.717)  0.29
O (8.586, -2.661, -2.003)  -0.85
H (9.027, -3.140, -1.302)  0.35
H (9.179, -2.729, -2.751)  0.34
O (3.728, -5.390, 0.469)  -0.67
H (4.478, -5.837, 0.860)  0.32
H (3.140, -6.096, 0.201)  0.31

---

C2H29O13 | ωB97M-V/def2-TZVPD

Summary:
net charge: -1
highest occupied orbital energy: -0.2231 hartree
calculated total energy: -29165.17424 eV
relative energy (zero: lowest compared OMol25 entry of this formula, charge and spin): 1.5 kcal per mole
maximum force: 0.022 hartree/bohr

Last column: Mulliken charge in e.
Element x y z (Å)
C (-1.376, 0.318, -0.874)  -0.97
C (-0.117, -0.531, -0.659)  0.35
O (0.636, -0.142, 0.425)  0.53
H (-2.072, -0.219, -1.530)  0.40
H (-1.136, 1.238, -1.410)  0.19
H (-1.851, 0.490, 0.092)  0.11
H (0.401, -0.585, -1.647)  -0.28
H (-0.408, -1.601, -0.547)  -0.03
O (-0.721, 2.643, 1.781)  -0.75
H (-0.233, 1.890, 1.402)  0.20
H (-1.473, 2.235, 2.242)  0.42
O (1.791, -3.056, -2.473)  -0.60
H (1.749, -3.889, -1.990)  0.30
H (0.996, -3.061, -3.017)  0.30
O (1.907, 0.007, 3.000)  -0.72
H (2.844, 0.065, 2.784)  0.31
H (1.491, -0.278, 2.163)  0.19
O (1.962, 2.344, 0.225)  -0.74
H (1.530, 1.480, 0.427)  0.14
H (1.537, 2.643, -0.585)  0.35
O (-2.913, 3.366, -0.031)  -0.70
H (-3.387, 2.898, 0.664)  0.32
H (-2.000, 3.031, 0.058)  0.39
O (-0.586, -1.716, 2.403)  -0.77
H (-0.221, -1.133, 1.694)  -0.09
H (0.205, -2.070, 2.829)  0.35
O (-2.370, 0.527, 3.005)  -0.69
H (-1.637, 0.034, 2.598)  0.40
H (-2.268, 0.340, 3.943)  0.28
O (1.870, -2.731, 0.991)  -0.62
H (1.677, -1.856, 0.581)  0.23
H (2.273, -3.245, 0.286)  0.24
O (-1.038, -4.167, 0.463)  -0.70
H (-1.944, -3.856, 0.381)  0.31
H (-0.547, -3.401, 0.805)  0.39
O (2.008, 0.635, -3.810)  -0.66
H (1.334, 0.163, -4.309)  0.31
H (2.003, 0.229, -2.930)  0.37
O (-3.031, 3.317, -2.992)  -0.67
H (-2.800, 3.171, -2.057)  0.40
H (-3.993, 3.324, -2.984)  0.28
O (3.586, 0.193, -0.680)  -0.73
H (2.747, -0.157, -0.333)  0.27
H (3.576, 1.116, -0.383)  0.39

---

C27H28Cl4N7O4Pb | ωB97M-V/def2-TZVPD

Summary:
net charge: +1
highest occupied orbital energy (alpha / beta): -0.3579 / -0.3597 hartree
calculated total energy: -102401.44161 eV
relative energy (zero: lowest compared OMol25 entry of this formula, charge and spin): 16.2 kcal per mole
maximum force: 0.100 hartree/bohr

Last column: Mulliken charge in e.
Element x y z (Å)
Pb (-0.645, -0.738, 0.102)  1.50
C (-1.681, 3.576, -1.975)  -1.45
C (-1.451, 2.453, -1.022)  0.24
N (-0.823, 1.287, -1.443)  1.04
N (-0.117, 1.481, -2.565)  -0.91
C (0.849, 0.594, -2.843)  0.15
O (1.152, -0.373, -2.091)  -0.66
C (1.455, 0.735, -4.249)  0.54
C (1.554, 1.970, -4.920)  -0.24
C (2.216, 2.031, -6.123)  -0.47
C (2.727, 0.881, -6.733)  -0.55
C (2.564, -0.357, -6.063)  -0.55
C (2.003, -0.406, -4.784)  -0.45
C (-1.908, 2.446, 0.361)  0.40
C (-2.513, 3.616, 0.915)  -0.98
C (-2.829, 3.646, 2.247)  -0.28
C (-2.468, 2.571, 3.086)  -1.28
C (-1.834, 1.472, 2.437)  -0.16
N (-1.586, 1.405, 1.154)  0.48
H (-1.234, 3.332, -2.953)  0.29
H (-2.767, 3.663, -2.193)  0.31
H (-1.336, 4.552, -1.672)  0.39
H (1.133, 2.919, -4.525)  0.26
H (2.346, 3.023, -6.577)  0.35
H (3.364, 0.926, -7.613)  0.38
H (2.888, -1.276, -6.469)  0.43
H (2.097, -1.284, -4.149)  0.37
H (-2.764, 4.478, 0.273)  0.39
H (-3.441, 4.488, 2.581)  0.40
H (-2.564, 2.561, 4.149)  0.49
H (-1.376, 0.618, 2.996)  0.44
Cl (-7.322, -2.955, 1.701)  -0.09
C (-5.649, -2.736, 1.663)  0.51
C (-4.843, -3.249, 2.759)  0.27
Cl (-5.595, -4.134, 4.059)  -0.09
C (-3.524, -2.803, 2.923)  0.09
Cl (-2.624, -3.191, 4.353)  -0.10
C (-2.833, -2.032, 1.915)  -0.03
O (-1.564, -1.790, 2.029)  -0.30
C (-3.633, -1.556, 0.741)  0.46
O (-3.139, -0.804, -0.203)  -0.66
C (-5.049, -1.931, 0.704)  0.15
Cl (-5.952, -1.338, -0.606)  -0.12
C (-1.863, -2.111, -3.034)  -0.54
O (-2.021, -2.420, -1.653)  -0.53
H (-1.702, -1.017, -3.196)  0.19
H (-2.720, -2.504, -3.610)  0.31
H (-1.018, -2.699, -3.462)  0.23
H (-2.709, -1.774, -1.278)  0.27
C (2.764, -1.768, 1.283)  -0.74
N (3.998, -1.902, 2.034)  0.11
C (4.781, -0.651, 1.894)  -0.68
N (4.027, 0.530, 2.298)  0.13
C (2.807, 0.612, 1.524)  -0.80
N (1.928, -0.588, 1.738)  0.64
C (1.655, -0.744, 3.188)  -0.67
N (2.868, -0.855, 3.984)  0.09
C (3.617, -1.970, 3.437)  -0.87
C (3.642, 0.370, 3.701)  -0.74
H (2.200, -2.706, 1.325)  0.30
H (2.985, -1.609, 0.189)  0.21
H (5.141, -0.549, 0.820)  0.30
H (5.664, -0.730, 2.574)  0.34
H (3.059, 0.660, 0.455)  0.26
H (2.293, 1.529, 1.750)  0.27
H (1.035, -1.688, 3.288)  0.25
H (1.109, 0.156, 3.508)  0.14
H (3.031, -2.866, 3.568)  0.41
H (4.537, -2.025, 4.000)  0.41
H (4.591, 0.338, 4.265)  0.35
H (3.016, 1.209, 4.030)  0.36

---

C20H35N5O4 | ωB97M-V/def2-TZVPD

Summary:
structure (SMILES): CCCCN(C(=O)CN1C[C@@H](C)O[C@@H](C)C1)c1c(N)n(CC(C)C)c(=O)[nH]c1=O
highest occupied orbital energy: -0.3143 hartree
calculated total energy: -36951.06004 eV
maximum force: 0.013 hartree/bohr

Last column: Mulliken charge in e.
Element x y z (Å)
C (-5.054, -2.272, 0.178)  -1.32
C (-3.773, -3.027, -0.160)  -0.51
C (-2.556, -2.106, -0.142)  0.25
C (-1.275, -2.872, -0.461)  -1.38
N (-0.120, -1.987, -0.520)  0.66
C (0.581, -1.898, -1.671)  0.78
O (0.238, -2.454, -2.697)  -0.70
C (1.798, -0.976, -1.638)  -1.04
N (1.359, 0.380, -1.964)  0.51
C (2.347, 1.386, -1.601)  -1.27
C (1.784, 2.783, -1.897)  0.78
C (2.800, 3.873, -1.587)  -1.60
O (1.422, 2.899, -3.254)  -0.42
C (0.481, 1.916, -3.643)  0.52
C (0.165, 2.127, -5.116)  -1.61
C (1.038, 0.515, -3.380)  -0.98
C (0.259, -1.402, 0.719)  -0.39
C (-0.019, -0.079, 0.991)  -0.04
N (-0.569, 0.704, 0.029)  0.20
N (0.230, 0.441, 2.241)  0.19
C (-0.039, 1.824, 2.609)  -2.02
C (-1.412, 2.013, 3.271)  1.34
C (-1.510, 3.434, 3.818)  -1.72
C (-2.567, 1.726, 2.316)  -1.12
C (0.755, -0.338, 3.269)  0.39
O (0.968, 0.115, 4.370)  -0.66
N (1.031, -1.630, 2.941)  -0.04
C (0.817, -2.272, 1.716)  0.18
O (1.098, -3.446, 1.589)  -0.70
H (-5.909, -2.943, 0.157)  0.41
H (-4.988, -1.831, 1.170)  0.31
H (-5.226, -1.473, -0.540)  0.33
H (-3.867, -3.479, -1.148)  0.36
H (-3.625, -3.833, 0.561)  0.34
H (-2.469, -1.645, 0.845)  -0.04
H (-2.689, -1.308, -0.875)  0.28
H (-1.090, -3.641, 0.295)  0.28
H (-1.351, -3.349, -1.440)  0.55
H (2.248, -0.977, -0.644)  0.48
H (2.531, -1.351, -2.367)  0.62
H (2.568, 1.299, -0.534)  0.40
H (3.283, 1.253, -2.166)  0.43
H (0.878, 2.928, -1.277)  -0.04
H (3.685, 3.733, -2.200)  0.37
H (3.081, 3.841, -0.538)  0.37
H (2.374, 4.845, -1.817)  0.39
H (-0.437, 2.046, -3.038)  0.14
H (1.069, 2.003, -5.705)  0.37
H (-0.212, 3.134, -5.269)  0.39
H (-0.579, 1.407, -5.444)  0.39
H (0.301, -0.243, -3.649)  0.57
H (1.936, 0.366, -4.002)  0.31
H (-0.698, 1.680, 0.237)  0.35
H (-0.233, 0.506, -0.916)  -0.17
H (0.729, 2.095, 3.339)  0.60
H (0.075, 2.477, 1.741)  0.37
H (-1.463, 1.311, 4.109)  0.26
H (-1.424, 4.163, 3.014)  0.38
H (-0.721, 3.622, 4.541)  0.41
H (-2.467, 3.581, 4.311)  0.43
H (-2.499, 0.726, 1.897)  0.07
H (-3.512, 1.805, 2.848)  0.49
H (-2.584, 2.447, 1.500)  0.23
H (1.420, -2.201, 3.684)  0.28

---

C11H12N2PW | ωB97M-V/def2-TZVPD

Summary:
net charge: +1
highest occupied orbital energy (alpha / beta): -0.4054 / -0.4191 hartree
2S+1: 3
expectation value of S²: 2.15
calculated total energy: -25683.57402 eV
relative energy (zero: lowest compared OMol25 entry of this formula, charge and spin): 60.2 kcal per mole
maximum force: 0.059 hartree/bohr

Last column: Mulliken charge in e.
Element x y z (Å)
C (0.832, -1.552, -1.262)  -0.46
C (2.183, -1.724, -0.998)  -0.34
C (3.038, -0.866, -0.299)  -0.21
C (2.625, 0.281, 0.389)  -0.61
C (1.309, 0.621, 0.696)  -0.25
W (0.004, 0.193, -0.763)  0.77
P (-1.973, -1.165, -0.453)  -0.24
H (0.320, -2.371, -1.741)  0.34
H (2.635, -2.657, -1.346)  0.32
H (4.101, -1.130, -0.248)  0.34
H (1.131, 1.262, 1.570)  0.31
H (3.419, 0.907, 0.826)  0.32
H (-2.467, -1.329, 0.893)  0.15
H (-1.937, -2.548, -0.830)  0.15
H (-3.252, -0.906, -1.070)  0.15
N (-4.485, 4.652, -0.986)  -0.38
C (-3.818, 3.957, -0.315)  -0.14
C (-2.982, 3.057, 0.472)  0.19
C (-3.274, 2.756, 1.806)  -0.19
C (-2.442, 1.891, 2.509)  -0.82
C (-1.402, 1.270, 1.829)  -0.17
N (-1.222, 1.460, 0.497)  -0.15
C (-1.906, 2.439, -0.154)  0.06
H (-4.139, 3.221, 2.289)  0.49
H (-2.574, 1.688, 3.573)  0.42
H (-0.711, 0.566, 2.301)  0.54
H (-1.633, 2.621, -1.198)  0.42

---

C9H11AlBrN3 | ωB97M-V/def2-TZVPD

Summary:
net charge: +2
highest occupied orbital energy: -0.6322 hartree
calculated total energy: -90604.28897 eV
maximum force: 0.077 hartree/bohr

Last column: Mulliken charge in e.
Element x y z (Å)
Al (0.000, 0.000, 0.000)  0.50
C (-0.448, 0.000, 5.591)  -1.34
C (0.244, 0.000, 4.265)  0.50
C (1.636, 0.000, 4.161)  -0.38
C (2.240, 0.000, 2.904)  -0.48
C (1.430, 0.000, 1.774)  0.45
Br (2.394, 0.000, 0.056)  0.04
N (0.056, 0.000, 1.850)  -0.06
C (-0.491, 0.000, 3.084)  -0.04
H (0.270, 0.000, 6.418)  0.38
H (-1.074, -0.892, 5.691)  0.36
H (-1.074, 0.892, 5.691)  0.36
H (2.258, 0.000, 5.053)  0.42
H (3.321, 0.000, 2.821)  0.43
H (-1.578, 0.000, 3.098)  0.51
N (1.033, 2.727, 0.240)  0.12
C (0.700, 4.048, 0.162)  0.05
C (-0.638, 4.084, -0.148)  -0.83
C (-1.018, 2.733, -0.236)  -0.18
N (0.000, 1.902, 0.000)  0.02
H (1.938, 2.317, 0.449)  0.16
H (1.430, 4.826, 0.332)  0.46
H (-1.254, 4.960, -0.291)  0.41
H (-1.993, 2.319, -0.462)  0.46
H (-1.597, 0.000, 0.000)  -0.34

---

Number 1: molar mass 245.9 g mol⁻¹. Number 2: molar mass 261.2 g mol⁻¹. Number 3: molar mass 863.6 g mol⁻¹. Number 4: molar mass 409.5 g mol⁻¹. Number 5: molar mass 387.0 g mol⁻¹. Number 6: molar mass 268.1 g mol⁻¹.